a | Here is a 17-piece molecular cluster, C68H187N17O17 overall from the OMol25 dataset. Energies are from wB97M-V/def2-TZVPD.

Output
orbital gap	9.182	eV

Last column: Mulliken charge in e.
CARTESIAN COORDINATES (ANGSTROEM)
C: 0.41 -2.34 2.70  -0.288
C: 0.86 -2.77 4.11  1.273
C: 0.53 -4.25 4.33  -1.468
O: -0.86 -4.43 4.13  -0.230
C: -1.31 -5.75 4.49  -1.025
N: 2.33 -2.68 4.22  -0.559
H: 0.74 -2.94 1.85  0.406
H: 0.70 -1.31 2.50  -0.267
H: -0.68 -2.29 2.67  -0.306
H: 0.40 -2.11 4.84  -0.498
H: 0.86 -4.74 5.26  0.563
H: 1.09 -4.81 3.57  0.459
H: -2.04 -6.12 3.78  0.238
H: -1.83 -5.64 5.45  0.221
H: -0.51 -6.47 4.61  0.546
H: 2.80 -3.20 3.47  0.258
H: 2.67 -3.30 4.96  0.259
C: -5.18 -3.60 5.79  -1.906
C: -4.40 -2.92 4.68  1.737
C: -4.96 -1.53 4.40  -1.718
O: -4.13 -0.85 3.49  1.153
C: -4.56 0.49 3.28  -1.081
N: -3.00 -2.81 5.18  -0.409
H: -4.85 -4.63 6.00  0.389
H: -6.25 -3.74 5.61  0.360
H: -5.01 -3.08 6.73  0.376
H: -4.41 -3.52 3.77  -0.144
H: -5.03 -0.98 5.35  0.640
H: -6.00 -1.63 4.05  0.377
H: -4.39 1.13 4.15  0.249
H: -5.63 0.49 3.05  0.376
H: -4.03 0.88 2.42  0.067
H: -2.68 -1.93 4.77  -0.219
H: -2.44 -3.46 4.62  0.090
C: 6.69 0.71 -6.10  -1.406
C: 6.20 1.91 -5.29  0.407
C: 5.48 1.46 -4.04  -0.730
O: 4.35 0.67 -4.40  -0.009
C: 3.44 0.49 -3.34  0.762
N: 7.32 2.78 -4.91  -0.633
H: 7.32 0.05 -5.49  0.303
H: 7.45 1.04 -6.81  0.450
H: 5.82 0.12 -6.39  0.159
H: 5.52 2.49 -5.93  0.159
H: 5.05 2.33 -3.53  0.319
H: 6.12 0.93 -3.33  0.306
H: 2.81 1.38 -3.18  -0.592
H: 3.97 0.36 -2.40  0.438
H: 2.74 -0.30 -3.60  -0.627
H: 7.90 2.95 -5.73  0.290
H: 7.98 2.23 -4.35  0.300
C: 0.16 -4.57 -4.95  -0.837
C: -1.24 -4.77 -5.48  0.095
C: -2.28 -4.54 -4.36  -0.309
O: -3.56 -4.60 -4.99  -0.469
C: -4.63 -4.59 -4.08  -0.264
N: -1.50 -3.74 -6.55  -0.638
H: 0.44 -5.40 -4.31  0.353
H: 0.24 -3.64 -4.38  -0.606
H: 0.91 -4.49 -5.74  0.573
H: -1.46 -5.71 -6.00  0.688
H: -2.18 -3.53 -3.95  -0.293
H: -2.24 -5.34 -3.62  0.760
H: -5.57 -4.46 -4.62  0.328
H: -4.51 -3.81 -3.32  -0.095
H: -4.69 -5.54 -3.54  0.284
H: -1.62 -4.25 -7.42  0.247
H: -2.46 -3.49 -6.30  0.279
C: 1.42 1.08 5.29  -0.834
C: 2.91 1.14 4.95  2.452
C: 3.69 2.28 5.59  -1.060
O: 5.01 2.22 5.07  -0.310
C: 5.66 3.48 5.13  -0.826
N: 3.51 -0.15 5.40  -0.849
H: 1.30 0.76 6.33  0.181
H: 0.98 0.22 4.77  -0.551
H: 0.85 1.98 5.08  0.234
H: 3.04 1.11 3.86  -0.893
H: 3.71 2.11 6.68  0.655
H: 3.14 3.20 5.39  0.252
H: 5.13 4.24 4.55  0.305
H: 6.65 3.33 4.71  0.217
H: 5.77 3.78 6.17  0.328
H: 3.11 -0.91 4.85  0.283
H: 4.46 -0.03 5.07  0.433
C: 5.11 -6.73 -3.95  -1.320
C: 3.75 -7.38 -3.57  0.176
C: 2.70 -6.33 -3.24  -0.058
O: 3.11 -5.43 -2.24  -0.477
C: 2.37 -4.24 -2.13  0.681
N: 3.26 -8.19 -4.65  -0.746
H: 5.03 -6.06 -4.81  0.229
H: 5.87 -7.50 -4.11  0.432
H: 5.40 -6.14 -3.07  0.319
H: 3.95 -7.93 -2.64  0.373
H: 1.80 -6.87 -2.93  0.304
H: 2.51 -5.79 -4.17  -0.180
H: 2.20 -3.65 -3.04  -0.244
H: 2.79 -3.66 -1.32  0.121
H: 1.36 -4.49 -1.76  -0.137
H: 3.23 -7.67 -5.52  0.262
H: 3.98 -8.87 -4.89  0.308
C: -1.21 -4.85 -0.06  -0.692
C: -2.55 -5.40 0.43  0.889
C: -2.43 -6.89 0.78  -1.115
O: -1.97 -7.71 -0.27  -0.363
C: -2.95 -8.20 -1.17  -0.634
N: -3.03 -4.64 1.59  0.053
H: -0.43 -5.05 0.67  0.224
H: -1.26 -3.77 -0.23  -0.245
H: -0.91 -5.34 -0.99  0.460
H: -3.30 -5.25 -0.36  0.186
H: -3.37 -7.24 1.21  0.453
H: -1.65 -6.99 1.53  0.232
H: -3.67 -7.42 -1.43  0.211
H: -3.55 -9.01 -0.75  0.302
H: -2.43 -8.54 -2.06  0.267
H: -2.25 -4.65 2.25  -0.012
H: -3.08 -3.66 1.27  -0.360
C: -1.29 1.09 1.75  0.183
C: -1.21 0.95 0.21  2.057
C: -0.39 -0.25 -0.23  0.024
O: -0.49 -0.36 -1.64  0.927
C: 0.33 -1.38 -2.16  0.558
N: -2.57 0.79 -0.35  1.475
H: -1.94 1.93 1.94  0.178
H: -0.26 1.18 2.10  -0.011
H: -1.76 0.19 2.15  -1.067
H: -0.85 1.90 -0.20  -0.219
H: -0.83 -1.10 0.31  -0.772
H: 0.67 -0.27 0.01  0.066
H: 0.43 -1.31 -3.25  -0.390
H: -0.03 -2.38 -1.92  -0.555
H: 1.35 -1.19 -1.81  -0.136
H: -3.09 1.65 -0.38  -1.143
H: -2.50 0.47 -1.31  -0.963
C: 2.20 5.99 -4.82  -1.583
C: 3.06 4.99 -4.03  0.589
C: 2.50 3.57 -3.83  -0.326
O: 1.24 3.64 -3.19  -0.399
C: 0.72 2.40 -2.72  -0.789
N: 4.38 4.91 -4.65  -0.698
H: 2.12 5.78 -5.89  0.376
H: 2.72 6.94 -4.71  0.408
H: 1.21 6.03 -4.38  0.274
H: 3.21 5.40 -3.02  0.139
H: 3.18 2.97 -3.22  0.048
H: 2.32 3.08 -4.80  0.467
H: 0.66 1.80 -3.64  0.707
H: -0.33 2.54 -2.44  -0.185
H: 1.37 1.91 -2.00  0.431
H: 4.32 4.60 -5.62  0.405
H: 4.82 4.06 -4.30  0.128
C: -4.86 -2.08 -1.37  -0.961
C: -4.93 -1.68 0.11  0.252
C: -5.96 -2.44 0.93  0.113
O: -7.27 -2.18 0.43  -0.426
C: -8.27 -2.73 1.25  -0.650
N: -3.62 -1.86 0.73  2.189
H: -5.85 -2.30 -1.77  0.539
H: -4.22 -2.95 -1.45  -0.545
H: -4.46 -1.29 -1.99  0.207
H: -5.25 -0.63 0.16  0.018
H: -5.86 -2.16 1.98  -0.249
H: -5.84 -3.53 0.82  0.400
H: -8.11 -2.39 2.28  0.208
H: -8.23 -3.82 1.15  0.285
H: -9.28 -2.43 0.97  0.285
H: -3.10 -1.03 0.39  -1.497
H: -3.64 -1.70 1.74  -0.312
C: -0.11 2.89 9.90  -1.593
C: -0.31 2.74 8.40  1.200
C: -1.03 1.44 8.01  -1.203
O: -1.29 1.44 6.62  0.164
C: -1.79 0.24 6.10  -0.731
N: -1.08 3.90 7.87  -0.526
H: -1.09 3.17 10.30  0.355
H: 0.61 3.66 10.16  0.393
H: 0.14 1.94 10.38  0.378
H: 0.66 2.73 7.90  -0.196
H: -1.97 1.33 8.56  0.527
H: -0.33 0.62 8.20  0.486
H: -2.74 -0.09 6.53  0.505
H: -1.16 -0.63 6.35  0.424
H: -1.79 0.31 5.01  -0.294
H: -1.99 3.84 8.33  0.416
H: -1.32 3.52 6.95  -0.213
C: -0.33 5.37 0.04  -1.200
C: 1.06 5.01 0.51  0.258
C: 1.16 3.54 0.94  0.675
O: 2.42 3.09 1.37  0.674
C: 3.01 3.82 2.44  -0.807
N: 1.99 5.31 -0.59  -0.652
H: -0.39 6.32 -0.48  0.654
H: -1.03 5.46 0.88  0.108
H: -0.71 4.53 -0.54  -0.291
H: 1.35 5.58 1.40  0.268
H: 0.81 2.90 0.13  -0.549
H: 0.45 3.36 1.76  -0.368
H: 3.98 3.35 2.62  0.143
H: 2.44 3.83 3.36  0.138
H: 3.20 4.85 2.13  0.361
H: 1.66 4.83 -1.42  -0.109
H: 2.88 4.87 -0.35  0.484
C: 0.24 -0.35 -7.48  -0.979
C: 1.41 -1.32 -7.64  0.141
C: 2.11 -1.47 -6.29  1.163
O: 3.15 -2.41 -6.39  -0.481
C: 4.08 -2.45 -5.34  0.188
N: 0.91 -2.61 -8.13  -0.803
H: -0.61 -0.70 -6.89  -0.062
H: -0.17 -0.08 -8.46  0.457
H: 0.67 0.51 -6.96  0.192
H: 2.06 -0.94 -8.44  0.403
H: 1.33 -1.78 -5.57  -0.544
H: 2.51 -0.50 -5.96  -0.036
H: 4.64 -3.38 -5.47  0.360
H: 3.62 -2.52 -4.35  -0.150
H: 4.84 -1.68 -5.39  -0.237
H: 1.65 -3.31 -8.03  0.414
H: 0.21 -2.91 -7.45  0.118
C: -1.33 4.46 4.15  -0.635
C: -0.23 5.44 4.51  1.007
C: -0.80 6.71 5.15  -1.079
O: 0.17 7.72 5.19  -0.349
C: -0.30 8.95 5.66  -0.788
N: 0.73 4.81 5.40  -0.263
H: -1.96 4.85 3.35  0.098
H: -1.95 4.20 5.01  0.663
H: -0.86 3.58 3.71  -0.468
H: 0.28 5.76 3.60  -0.263
H: -1.22 6.47 6.14  0.367
H: -1.65 7.11 4.57  0.443
H: -0.90 8.86 6.57  0.315
H: -0.92 9.43 4.89  0.296
H: 0.50 9.64 5.92  0.260
H: 0.22 4.39 6.17  -0.122
H: 1.26 5.56 5.85  0.348
C: -1.81 3.98 -5.03  -1.240
C: -2.61 2.74 -5.43  -0.417
C: -1.99 1.46 -4.85  2.186
O: -2.70 0.31 -5.27  -0.684
C: -2.20 -0.85 -4.67  0.568
N: -3.99 2.87 -4.90  -0.640
H: -2.36 4.81 -5.47  0.492
H: -0.76 4.00 -5.33  0.328
H: -1.91 4.14 -3.96  0.147
H: -2.61 2.58 -6.51  0.562
H: -1.92 1.54 -3.76  -1.172
H: -0.96 1.40 -5.21  -0.253
H: -2.60 -1.72 -5.19  0.363
H: -2.56 -0.97 -3.64  -0.353
H: -1.11 -0.91 -4.63  -0.241
H: -4.46 2.07 -5.34  0.257
H: -4.40 3.63 -5.45  0.279
C: 3.78 -1.26 0.82  -1.000
C: 4.62 -0.02 1.04  2.113
C: 6.12 -0.27 0.76  -0.955
O: 6.94 0.84 1.05  -0.332
C: 7.19 1.00 2.43  -0.463
N: 4.15 1.12 0.24  0.150
H: 3.92 -1.67 -0.19  0.101
H: 2.72 -0.99 0.91  -0.107
H: 4.03 -2.03 1.55  0.425
H: 4.64 0.21 2.12  -0.980
H: 6.18 -0.37 -0.33  0.264
H: 6.50 -1.19 1.21  0.395
H: 8.08 0.44 2.74  0.343
H: 6.34 0.83 3.09  0.114
H: 7.47 2.04 2.61  0.189
H: 3.28 1.44 0.68  -0.642
H: 4.76 1.89 0.51  0.390
C: -4.74 5.21 -2.13  -1.742
C: -3.93 4.19 -1.34  1.461
C: -4.37 4.09 0.12  -0.067
O: -3.98 5.24 0.82  -0.315
C: -4.49 5.27 2.14  -0.667
N: -4.02 2.88 -1.98  -0.088
H: -4.39 5.22 -3.17  0.349
H: -4.80 6.22 -1.74  0.377
H: -5.78 4.85 -2.21  0.421
H: -2.87 4.46 -1.33  -0.853
H: -3.88 3.21 0.56  -0.095
H: -5.45 3.85 0.17  0.344
H: -4.21 6.18 2.66  0.277
H: -4.03 4.46 2.71  0.159
H: -5.56 5.08 2.10  0.344
H: -3.81 2.90 -2.99  -0.066
H: -4.96 2.52 -1.85  0.232

b | Here is a 17-piece molecular cluster, C68H187N17O17 overall from the OMol25 dataset. Energies are from wB97M-V/def2-TZVPD.

Output
orbital gap	9.066	eV

Last column: Mulliken charge in e.
CARTESIAN COORDINATES (ANGSTROEM)
C: 15.92 11.02 19.69  0.016
C: 15.49 9.55 19.78  0.724
C: 15.43 9.02 21.21  -1.317
O: 16.68 9.10 21.82  -0.194
C: 17.64 8.20 21.25  -0.600
N: 14.14 9.37 19.26  -0.725
H: 15.44 11.54 18.86  -0.099
H: 17.00 11.14 19.69  0.017
H: 15.64 11.56 20.59  0.087
H: 16.14 8.94 19.14  0.145
H: 15.01 8.02 21.26  0.324
H: 14.80 9.71 21.79  0.361
H: 18.58 8.76 21.25  -0.058
H: 17.44 7.84 20.24  0.374
H: 17.86 7.40 21.96  0.365
H: 14.07 9.85 18.38  0.040
H: 13.49 9.91 19.81  0.388
C: 19.15 14.81 27.88  -1.388
C: 19.36 13.44 27.18  0.118
C: 18.06 12.68 26.81  -0.588
O: 18.36 11.33 26.33  -0.311
C: 17.23 10.69 25.85  -0.802
N: 20.20 13.48 26.01  -0.437
H: 20.11 15.21 28.21  0.396
H: 18.57 14.69 28.80  0.475
H: 18.67 15.52 27.20  0.074
H: 19.88 12.73 27.83  0.496
H: 17.51 13.17 26.00  0.050
H: 17.42 12.59 27.69  0.512
H: 17.42 9.65 25.59  0.210
H: 16.79 11.23 25.01  0.329
H: 16.54 10.55 26.69  0.371
H: 19.98 12.67 25.45  0.047
H: 21.17 13.36 26.27  0.295
C: 17.91 17.11 23.23  -1.220
C: 19.08 16.33 23.77  2.688
C: 19.80 16.96 24.98  -1.133
O: 20.52 18.12 24.50  -0.467
C: 21.88 17.81 24.18  -0.830
N: 18.58 15.01 24.12  0.118
H: 17.43 16.80 22.30  -0.442
H: 18.16 18.15 23.04  0.402
H: 17.08 17.09 23.94  0.576
H: 19.78 16.12 22.96  -1.055
H: 20.50 16.21 25.36  0.409
H: 19.13 17.20 25.81  0.296
H: 22.26 18.68 23.65  0.336
H: 22.05 16.99 23.48  0.260
H: 22.57 17.78 25.03  0.434
H: 17.85 15.08 24.82  0.252
H: 19.29 14.41 24.52  -0.319
C: 22.84 9.62 21.07  -0.864
C: 22.36 9.35 22.45  0.985
C: 21.56 8.07 22.48  -0.405
O: 21.15 7.73 23.84  -0.480
C: 20.29 8.70 24.54  -0.136
N: 23.53 9.29 23.28  -0.444
H: 23.60 8.93 20.70  0.468
H: 23.13 10.64 20.82  -0.156
H: 22.01 9.49 20.37  -0.125
H: 21.71 10.17 22.74  -0.088
H: 22.01 7.21 21.99  0.452
H: 20.68 8.27 21.87  -0.128
H: 20.76 9.67 24.63  0.095
H: 20.01 8.24 25.49  0.335
H: 19.37 8.80 23.95  -0.030
H: 23.86 8.33 23.23  0.329
H: 23.21 9.40 24.23  0.313
C: 12.52 11.72 16.87  -1.187
C: 13.18 10.90 15.77  0.040
C: 13.54 11.65 14.48  -0.026
O: 12.36 12.18 13.85  -0.434
C: 12.67 12.91 12.68  -0.709
N: 14.34 10.31 16.34  -0.255
H: 11.58 12.12 16.49  0.448
H: 13.15 12.54 17.21  -0.026
H: 12.34 11.06 17.72  0.354
H: 12.45 10.14 15.48  0.476
H: 13.93 10.92 13.77  0.506
H: 14.34 12.38 14.57  -0.116
H: 12.99 12.19 11.93  0.304
H: 13.44 13.66 12.86  0.241
H: 11.81 13.48 12.35  0.280
H: 14.70 9.56 15.77  0.311
H: 15.04 11.04 16.42  -0.150
C: 18.46 10.66 15.82  -1.563
C: 17.87 11.98 15.42  2.142
C: 17.51 12.10 13.94  -1.686
O: 18.62 12.01 13.12  -0.152
C: 18.30 12.41 11.78  -0.957
N: 16.78 12.30 16.32  1.812
H: 19.40 10.43 15.32  0.211
H: 17.87 9.75 15.73  0.362
H: 18.76 10.66 16.86  0.322
H: 18.58 12.81 15.43  -0.802
H: 17.01 13.07 13.84  0.670
H: 16.72 11.39 13.68  0.352
H: 18.98 12.18 10.96  0.293
H: 18.10 13.48 11.70  0.340
H: 17.36 11.93 11.49  0.337
H: 17.18 12.19 17.24  -0.589
H: 16.60 13.29 16.22  -1.217
C: 26.61 16.02 19.96  -1.627
C: 26.47 14.45 19.88  2.317
C: 25.58 13.91 18.71  0.442
O: 26.22 14.12 17.45  -0.631
C: 25.31 14.28 16.40  0.346
N: 27.86 13.85 19.84  -0.780
H: 25.63 16.49 19.86  0.104
H: 27.20 16.40 19.13  0.437
H: 27.13 16.36 20.86  0.405
H: 26.07 14.17 20.86  -1.274
H: 24.57 14.29 18.88  -0.318
H: 25.48 12.83 18.75  -0.142
H: 24.86 15.27 16.41  0.074
H: 24.46 13.60 16.37  -0.052
H: 25.90 14.15 15.49  -0.029
H: 28.31 14.55 20.42  0.450
H: 27.80 13.07 20.48  0.328
C: 15.94 19.57 14.77  -1.680
C: 17.07 19.91 15.75  1.300
C: 18.53 19.37 15.44  -0.411
O: 18.39 17.97 15.05  -0.479
C: 19.61 17.23 15.11  0.344
N: 17.05 21.34 15.97  -0.740
H: 16.05 20.11 13.83  0.411
H: 14.96 19.72 15.22  0.434
H: 15.96 18.52 14.48  0.259
H: 16.89 19.50 16.74  -0.421
H: 19.18 19.42 16.31  0.092
H: 18.89 19.89 14.55  0.258
H: 20.35 17.64 14.43  0.470
H: 19.35 16.20 14.85  0.214
H: 19.97 17.51 16.10  -0.451
H: 17.69 21.57 16.72  0.273
H: 16.14 21.62 16.29  0.280
C: 22.06 19.75 15.65  -1.416
C: 22.87 18.42 15.69  2.385
C: 23.77 18.23 14.43  -1.160
O: 23.05 18.13 13.22  -0.327
C: 23.95 18.07 12.11  -0.813
N: 23.65 18.56 16.91  -0.555
H: 21.33 19.70 14.84  0.235
H: 22.54 20.72 15.50  0.415
H: 21.59 19.77 16.63  0.274
H: 22.18 17.59 15.84  -1.416
H: 24.48 17.41 14.54  0.378
H: 24.42 19.10 14.39  0.609
H: 23.38 17.94 11.19  0.253
H: 24.62 17.22 12.25  0.216
H: 24.55 18.97 12.07  0.379
H: 24.49 18.00 16.90  0.130
H: 24.04 19.49 16.85  0.346
C: 25.83 12.98 10.48  -1.590
C: 25.50 13.89 11.65  0.766
C: 23.97 13.89 12.05  -0.838
O: 23.85 14.65 13.26  0.414
C: 22.58 15.07 13.63  -1.040
N: 26.39 13.58 12.79  -0.719
H: 25.42 13.48 9.60  0.359
H: 25.34 12.02 10.64  0.330
H: 26.87 12.82 10.22  0.409
H: 25.71 14.92 11.37  0.192
H: 23.52 12.91 12.17  0.157
H: 23.47 14.38 11.21  0.375
H: 21.83 14.28 13.71  0.562
H: 22.21 15.74 12.85  0.513
H: 22.72 15.64 14.54  -0.250
H: 26.16 12.64 13.08  0.320
H: 25.88 14.10 13.50  0.079
C: 28.97 13.24 23.22  -1.800
C: 27.63 12.58 23.26  2.678
C: 27.64 11.19 22.50  -1.130
O: 27.55 11.53 21.07  -0.504
C: 26.49 10.84 20.50  -1.096
N: 27.20 12.49 24.65  -0.703
H: 29.38 13.32 22.21  0.322
H: 29.67 12.82 23.94  0.458
H: 28.69 14.22 23.61  0.428
H: 26.95 13.18 22.66  -1.296
H: 27.02 10.38 22.88  0.467
H: 28.64 10.83 22.74  0.369
H: 26.43 11.22 19.48  0.426
H: 25.50 11.08 20.90  0.444
H: 26.65 9.77 20.37  0.375
H: 27.77 11.89 25.22  0.271
H: 27.32 13.39 25.09  0.232
C: 14.67 15.32 16.55  -1.693
C: 16.01 15.60 17.24  0.212
C: 16.19 14.91 18.58  2.065
O: 15.18 15.44 19.41  -0.553
C: 15.13 15.02 20.80  0.624
N: 17.18 15.39 16.42  0.549
H: 14.70 14.27 16.26  0.069
H: 14.65 15.87 15.61  0.429
H: 13.82 15.54 17.19  0.359
H: 16.02 16.67 17.45  0.462
H: 17.20 15.05 18.98  -0.614
H: 16.07 13.83 18.48  -0.928
H: 14.21 15.43 21.21  0.149
H: 15.96 15.47 21.36  -0.417
H: 15.20 13.94 20.82  -0.191
H: 18.05 15.58 16.91  -0.684
H: 17.33 16.13 15.74  0.178
C: 22.62 13.51 22.91  -0.603
C: 24.13 13.55 23.14  3.137
C: 24.63 14.87 23.71  -1.680
O: 24.35 15.88 22.70  0.492
C: 24.95 17.10 23.17  -1.277
N: 24.41 12.46 24.09  -0.887
H: 22.36 14.21 22.11  0.017
H: 22.02 13.79 23.78  0.057
H: 22.23 12.55 22.60  -0.528
H: 24.55 13.37 22.15  -0.976
H: 25.67 14.90 24.01  0.368
H: 24.00 15.17 24.55  0.601
H: 24.71 17.27 24.22  0.451
H: 24.63 17.94 22.55  0.160
H: 26.03 17.04 23.07  0.353
H: 24.26 11.67 23.47  0.096
H: 25.39 12.45 24.31  0.350
C: 21.48 8.32 17.66  -0.931
C: 22.68 8.45 16.68  0.260
C: 22.50 9.33 15.41  -1.106
O: 22.20 10.70 15.70  0.528
C: 22.09 11.58 14.54  -0.663
N: 23.83 8.92 17.46  -0.690
H: 21.65 7.69 18.53  0.403
H: 20.66 7.72 17.26  0.503
H: 21.11 9.28 18.02  -0.277
H: 22.87 7.43 16.37  0.434
H: 21.79 8.89 14.71  0.330
H: 23.50 9.43 14.99  0.528
H: 21.06 11.63 14.19  0.371
H: 22.75 11.30 13.72  0.598
H: 22.36 12.62 14.74  -0.503
H: 24.45 9.30 16.75  0.322
H: 23.53 9.83 17.78  0.104
C: 22.31 18.98 20.09  -1.984
C: 21.69 17.60 19.99  1.335
C: 20.18 17.64 20.39  -0.359
O: 19.44 18.51 19.54  -0.435
C: 18.07 18.40 19.58  0.113
N: 21.77 17.05 18.64  0.652
H: 21.67 19.74 19.64  0.233
H: 23.28 19.09 19.61  0.453
H: 22.58 19.31 21.10  0.272
H: 22.22 16.87 20.60  -0.163
H: 20.17 17.95 21.43  0.647
H: 19.77 16.63 20.40  -0.145
H: 17.62 18.68 20.54  0.276
H: 17.76 17.37 19.44  -0.188
H: 17.65 18.96 18.75  -0.088
H: 22.44 17.66 18.19  -0.358
H: 20.92 17.40 18.23  -0.586
C: 10.91 15.36 22.66  -1.446
C: 11.09 14.84 24.09  0.809
C: 12.33 15.42 24.80  -0.974
O: 13.58 15.03 24.26  -0.107
C: 13.74 13.61 24.50  -0.867
N: 9.92 15.17 24.81  -0.787
H: 11.50 14.82 21.93  0.267
H: 11.16 16.40 22.46  0.325
H: 9.89 15.19 22.32  0.441
H: 11.06 13.76 24.06  0.256
H: 12.36 15.15 25.86  0.396
H: 12.31 16.51 24.81  0.310
H: 14.73 13.29 24.17  0.158
H: 13.08 12.82 24.13  0.333
H: 13.86 13.43 25.57  0.386
H: 9.95 14.88 25.77  0.250
H: 9.90 16.18 24.84  0.267
C: 21.97 13.11 17.83  -0.129
C: 20.44 13.18 17.62  1.626
C: 19.78 12.87 18.95  -1.941
O: 20.22 13.85 19.96  1.426
C: 19.43 13.64 21.18  -0.380
N: 20.13 14.49 17.25  2.364
H: 22.42 13.42 16.88  -0.904
H: 22.31 12.10 18.06  -0.037
H: 22.41 13.81 18.53  0.182
H: 20.19 12.40 16.89  -0.250
H: 20.05 11.84 19.21  0.261
H: 18.70 12.98 18.87  -0.488
H: 18.41 14.01 21.07  -0.141
H: 19.88 14.24 21.96  -0.856
H: 19.42 12.61 21.54  0.520
H: 20.64 15.13 17.84  -0.960
H: 20.44 14.66 16.31  -0.510

Most stable structure: a